No. 1
{"formula": "C32H31N4O5SZr", "method": "the ωB97M-V functional and the def2-TZVPD basis", "total_charge": -1, "lumo_ev": 2.6, "spin_multiplicity": 1, "homo_ev": -4.24, "orbital_gap_ha": 0.252, "elements": ["H", "C", "H", "H", "H", "N", "C", "H", "C", "O", "H", "H", "H", "C", "C", "C", "H", "H", "H", "C", "N", "N", "C", "C", "H", "C", "C", "O", "C", "H", "N", "H", "O", "C", "C", "C", "C", "H", "C", "C", "C", "S", "H", "C", "O", "H", "H", "H", "H", "H", "C", "H", "H", "H", "H", "C", "C", "H", "C", "C", "C", "H", "C", "Zr", "C", "H", "O", "C", "H", "C", "C", "H", "C", "H"], "positions_angstrom": [[4.04902, 3.73463, 0.88187], [-2.50615, 1.52026, 5.39116], [-3.85230, -0.73887, -3.66872], [2.96908, 3.33515, 3.00726], [-2.57711, 0.04559, 6.96627], [0.27667, -2.66327, 1.39355], [2.67336, -2.55038, -2.09980], [-3.59208, -0.54490, 0.32964], [-1.38941, -0.48672, 3.81953], [1.40180, 1.00822, 1.57585], [2.64973, 1.65116, 3.54653], [-3.62358, 0.82435, 1.45411], [0.53390, 3.43637, -2.56547], [-3.68994, 0.53403, 0.41000], [-2.74535, 0.89215, -1.78492], [-2.16109, 1.78574, 4.08117], [2.72419, -4.52846, 1.65502], [2.54882, 4.81656, -2.96375], [2.84292, -2.32903, -5.95779], [2.42991, 4.29610, -2.02073], [-0.26039, -1.47234, 1.89296], [-2.62172, 1.20891, -0.35006], [1.30290, 3.53442, -1.81007], [2.10212, 2.01121, 1.53918], [-1.96929, 1.46018, -2.30714], [-2.30772, 0.25173, 5.93898], [-2.00193, -3.25659, -2.37063], [0.00342, 2.17218, -0.40879], [2.79669, -2.38930, -4.87725], [-1.78364, -4.30844, -2.52174], [2.02358, -4.05565, 1.10764], [4.30746, 4.99810, -1.21222], [1.25065, -0.62293, -0.72124], [-1.75216, -0.73242, 5.14520], [-2.80056, 2.65492, -0.16615], [1.50056, -2.93667, 1.76358], [2.00191, -1.53713, -2.77377], [4.01219, 2.00481, 2.48281], [-1.60023, 0.78831, 3.26320], [-2.89420, -2.60954, -3.21223], [1.11511, 2.83714, -0.60497], [2.49021, -2.17116, 2.93476], [-2.30703, 2.76944, 3.65098], [-3.15821, -1.26040, -3.01590], [0.46955, 0.27556, -2.60134], [4.04345, -4.13496, -4.76480], [-3.38223, -3.14917, -4.01580], [-2.00375, 3.19457, -0.66687], [-0.68618, -3.08136, -0.68782], [2.60732, -2.61134, -1.02035], [1.17792, -0.53995, -2.01867], [3.92227, -4.27820, -2.29588], [-3.77082, 2.96171, -0.57806], [-4.67048, 0.83349, 0.01688], [-0.68955, -2.52985, 3.55528], [2.98421, 2.28189, 2.72718], [3.27002, 3.69314, 0.13074], [-2.93499, 2.30857, 5.99906], [-1.62882, -1.20394, -1.10685], [-2.52216, -0.57878, -1.98821], [3.42365, 4.39818, -1.04234], [-1.57426, -1.72299, 5.54991], [-1.38052, -2.56079, -1.33678], [-0.40062, 0.25839, 0.28465], [-0.76841, -1.56195, 3.06236], [-3.72564, 1.21944, -2.15935], [-1.31136, 1.04931, 2.01689], [3.40520, -3.48450, -2.82103], [1.31703, -4.65536, 0.70577], [2.05961, -1.45990, -4.16009], [2.14692, 2.89023, 0.35975], [-2.77163, 2.88356, 0.89768], [3.47066, -3.40422, -4.20585], [1.51151, -0.66820, -4.65392]]}

=====

No. 2
{"formula": "C32H31N6O5SSiTi", "method": "the ωB97M-V functional and the def2-TZVPD basis", "total_charge": 0, "lumo_ev": [-0.4, -0.4], "spin_multiplicity": 2, "homo_ev": [-7.60, -7.48], "orbital_gap_ha": [0.265, 0.259], "elements": ["O", "C", "C", "H", "C", "N", "H", "H", "C", "O", "C", "H", "N", "H", "H", "C", "H", "H", "C", "C", "O", "C", "C", "N", "O", "O", "N", "C", "C", "H", "C", "S", "H", "H", "H", "C", "H", "H", "C", "H", "C", "C", "C", "C", "N", "H", "C", "C", "C", "Si", "H", "H", "H", "C", "C", "C", "Ti", "C", "H", "C", "H", "H", "C", "H", "H", "H", "C", "H", "C", "H", "H", "H", "C", "C", "N", "H", "H"], "positions_angstrom": [[-1.92710, -4.74860, -1.00384], [3.41882, 0.49246, -1.79455], [-3.07257, 1.97619, 3.55494], [-1.51110, 0.41831, -6.97683], [4.02576, 2.63424, -0.88240], [-0.84956, 1.09976, 3.63712], [-3.52273, -5.24809, 1.15070], [-4.12857, 1.52073, 1.72563], [0.09813, -0.28971, -3.49629], [-1.67800, -2.53381, -0.85539], [-2.89869, -0.21391, -2.36536], [-1.55948, -1.86889, -6.02294], [-2.65714, 5.05885, -1.94680], [-3.99619, 0.01571, -4.18089], [-1.68278, 2.15286, 5.18782], [-1.85703, 1.76666, 4.18918], [4.77285, 3.39204, -0.68001], [5.25520, 0.93001, 1.61989], [2.08428, 0.66488, -1.41332], [4.38076, 1.45852, -1.53066], [-1.79129, -2.41534, 1.64557], [0.10793, 0.99046, -4.05453], [2.33157, -0.21782, 2.85763], [-0.14699, -0.05372, 1.67646], [1.25556, -1.92980, 1.21354], [0.30733, -1.71427, 3.49479], [5.70700, 1.89533, 4.04607], [-1.84619, -3.74421, -0.34706], [1.75974, 1.85196, -0.75252], [-4.11049, -3.57648, 1.18117], [4.46252, 0.73986, 2.33285], [0.91690, -1.08496, 2.34034], [-0.42947, 2.24827, -5.70934], [5.62298, 2.47416, 4.86433], [3.26650, -0.33813, 0.92566], [-3.34991, -4.25659, 1.56646], [-3.87190, 2.52994, 4.02274], [-3.92505, 2.52051, -4.05584], [-2.81592, 2.49237, -2.21341], [3.71236, -0.41937, -2.30307], [-3.20890, 1.42603, 2.29299], [4.57026, 1.21976, 3.64183], [-0.52292, -1.30682, -4.23190], [-1.95885, -3.77524, 1.18389], [-2.27478, 0.35439, -1.32410], [-3.43952, -4.30078, 2.65279], [-0.46707, 1.24827, -5.29259], [3.53837, 0.96299, 4.55129], [-3.51671, 0.52710, -3.36010], [0.78086, -0.66482, -1.76568], [0.12224, -4.27121, 1.50663], [3.62302, 1.32316, 5.56950], [1.55981, -1.92246, -1.96476], [-2.23060, 1.68465, -1.25074], [-2.72569, 3.91941, -2.07358], [3.34882, 0.02713, 1.94085], [-1.09713, -0.92982, 0.00763], [-3.47342, 1.90365, -3.29108], [2.42480, 3.74145, 0.02074], [2.70883, 2.83158, -0.49377], [6.26484, 2.30683, 3.31699], [-0.55196, -2.31496, -3.82959], [-1.07297, 0.22295, -6.00568], [-1.71638, 2.12134, -0.40538], [5.40700, 1.29623, -1.83748], [-1.25494, -2.40646, 2.45995], [-0.86460, -4.65863, 1.76011], [0.74266, 2.01377, -0.40728], [2.42341, 0.24990, 4.16288], [-2.88557, -1.29494, -2.39114], [1.61981, 0.05428, 4.85879], [0.59615, 1.80311, -3.52360], [-1.09900, -1.05884, -5.47003], [-1.07820, 0.62461, 2.41631], [-2.22707, 0.73854, 1.72362], [-0.95865, -4.70202, 2.84758], [-0.96400, -5.66449, 1.35628]]}

=====

No. 3
{"formula": "C32H32BF8N5O2PS2Ti", "method": "the ωB97M-V functional and the def2-TZVPD basis", "total_charge": 1, "lumo_ev": -3.6, "spin_multiplicity": 1, "homo_ev": -10.72, "orbital_gap_ha": 0.261, "elements": ["H", "C", "F", "H", "H", "H", "C", "C", "C", "C", "H", "H", "F", "H", "H", "H", "H", "H", "H", "S", "F", "C", "H", "H", "B", "H", "F", "H", "C", "C", "H", "H", "C", "C", "H", "F", "C", "C", "H", "N", "N", "C", "S", "H", "H", "C", "H", "F", "C", "C", "C", "C", "C", "C", "N", "C", "N", "H", "H", "H", "C", "H", "H", "H", "H", "C", "P", "C", "C", "Ti", "N", "F", "H", "C", "H", "C", "C", "O", "C", "C", "F", "O", "C", "C"], "positions_angstrom": [[-0.07394, -4.19707, -0.79252], [-5.60566, -2.64148, 1.78288], [-4.84336, 0.49401, 0.79725], [-2.13085, -4.82937, 0.24990], [4.71594, 0.69443, 0.45630], [5.93279, -0.14320, -1.53581], [2.10874, 0.41236, -1.69232], [1.12188, -1.27686, 1.40763], [-4.59279, -2.85919, 0.86568], [1.35237, 1.87200, 2.61569], [0.41044, 1.65279, -3.84671], [-2.88547, -2.16656, -2.14276], [-4.92150, -3.36876, -0.32995], [-2.37121, 4.36731, 0.06595], [4.51184, 2.23716, 3.77143], [0.54170, -1.65850, -3.21626], [-2.11187, -2.97430, -3.53038], [-0.08195, -0.03389, -4.07173], [0.28557, 3.31659, 1.44282], [0.02075, 0.74323, 2.70090], [-6.85071, -2.97517, 1.43841], [2.81227, 0.67611, -0.51498], [1.95625, 3.01345, -1.89934], [2.29276, 1.06404, 0.35400], [-4.52483, 0.48559, -0.47888], [-1.22727, 1.15122, -3.42194], [-4.18002, 1.60441, -1.08817], [0.32908, -3.39305, -3.47165], [3.49174, 3.65582, 2.51031], [2.28125, 3.95162, 1.86998], [4.37865, 5.45572, 2.12397], [2.27834, -0.21721, -3.74557], [0.40569, -2.60699, -2.71469], [2.79998, -0.03783, -2.81338], [2.05716, -3.85544, -0.33187], [-3.76558, -1.17546, 4.49657], [0.74330, 4.64290, -1.23432], [-3.04969, -1.94598, 2.41181], [-0.67619, 6.07865, -0.50695], [1.03918, -2.08528, 0.35073], [0.20606, -0.28033, 1.37142], [1.00557, 3.30275, -1.46844], [2.28849, -1.74857, 2.57140], [1.27305, -2.79191, -2.08960], [-6.16510, -1.89699, 3.71583], [1.96234, -3.11271, 0.44451], [5.30142, 4.41396, 3.08589], [-4.67052, -0.62108, -1.19197], [1.22285, 3.07089, 1.92135], [-5.36120, -2.07477, 3.01634], [-1.16561, 2.72976, -0.59786], [-4.06132, -1.72444, 3.32180], [-0.47191, 5.03082, -0.68480], [-0.18184, 0.83754, -3.42953], [-0.81740, -2.59032, -1.89229], [4.18142, 0.47608, -0.45950], [4.56092, 4.50973, 2.41222], [-1.79648, -1.25990, -3.19839], [-1.08391, -4.67734, -2.16010], [3.52608, -3.74549, 1.81839], [-2.18227, -3.97958, -0.43549], [2.60638, 0.69811, 3.90844], [4.70442, -0.58199, -3.63223], [-3.09299, -4.09008, -1.02067], [2.17436, 4.88679, 1.33508], [3.59844, 2.45972, 3.23367], [0.30565, 0.60818, -1.67286], [-3.27394, -2.51875, 1.16348], [-1.42427, 4.07377, -0.36711], [-0.92672, -1.29154, -0.05582], [-2.17399, -2.71895, 0.30497], [-1.79097, -1.60951, 2.71928], [1.48847, 5.38583, -1.48856], [-1.97849, -2.22900, -2.74096], [-1.90837, 1.99719, -0.33464], [-0.98278, -3.95931, -1.34025], [2.53512, 1.58570, 3.29718], [0.23364, -0.06876, 3.86372], [2.73186, -3.07175, 1.54466], [0.05090, 2.33720, -1.14958], [-2.24743, -0.08152, -0.09220], [-1.21048, 1.42115, 2.45315], [4.86265, 0.01080, -1.57774], [4.17313, -0.23923, -2.75417]]}

=====

Computed electronic energy, in the same sequence as the records: -62008.06652; -94696.45537; -121742.84248 eV.